[1]
The following is a quantum chemistry calculation of C6H14P2 in the gas phase, from OMol25.

Geometry (Å):
C  1.08  1.22  0.03
C  -1.69  0.74  -0.86
C  -0.35  -1.39  -1.04
C  -1.95  -0.99  0.83
C  0.25  0.31  0.74
C  -0.93  -0.35  -0.08
P  3.79  0.21  -0.75
P  2.71  1.51  0.34
H  -2.37  1.22  -0.30
H  -2.14  0.21  -1.73
H  -1.08  1.57  -1.29
H  0.53  -1.87  -0.55
H  -0.26  -0.89  -2.04
H  -1.09  -2.25  -1.27
H  -2.68  -1.51  0.18
H  -1.27  -1.69  1.39
H  -2.48  -0.33  1.45
H  -0.23  0.86  1.67
H  0.83  -0.57  1.14
H  2.95  -0.38  0.51
H  3.37  1.50  1.59
H  3.02  2.85  0.04

## Properties
* LUMO (alpha / beta): -0.04978 / -0.04992 Ha
* HOMO (alpha / beta): -7.96 / -7.96 eV
* ΔE to the lowest compared entry with this formula, charge and spin: 133.9 kcal per mole
* DFT total energy: -919.46589 a.u.

[2]
The following is a quantum chemistry calculation of a molecular structure, C19H16BrCsN4O2, from OMol25.

Geometry (Å):
Cs  -1.23  -1.74  0.46
O  2.06  1.39  1.67
C  1.62  2.71  1.67
C  2.40  3.71  2.26
C  1.82  4.95  2.46
C  0.61  5.25  1.89
C  -0.02  4.31  1.14
C  0.41  2.97  1.06
C  -0.32  1.85  0.43
O  0.11  0.67  0.52
N  -1.41  2.17  -0.30
N  -2.20  1.16  -0.55
C  -3.27  1.52  -1.31
C  -4.43  0.73  -1.49
C  -5.57  1.37  -1.97
C  -6.72  0.62  -2.16
C  -6.72  -0.73  -1.82
C  -5.52  -1.29  -1.30
N  -4.47  -0.55  -1.08
H  1.22  0.85  1.22
H  3.46  3.50  2.54
H  2.34  5.77  2.98
H  0.09  6.23  1.95
H  -0.89  4.55  0.52
H  -3.22  2.47  -1.87
H  -5.53  2.48  -2.17
H  -7.61  1.10  -2.60
H  -7.62  -1.33  -1.98
H  -5.45  -2.31  -1.01
C  5.77  -3.26  -1.13
C  4.49  -3.66  -0.43
C  4.47  -4.64  0.62
C  3.29  -4.95  1.21
C  2.10  -4.28  0.74
Br  0.43  -4.88  1.45
N  2.08  -3.37  -0.20
C  3.29  -3.00  -0.72
H  5.98  -2.19  -0.87
H  5.64  -3.32  -2.21
H  6.67  -3.80  -0.86
H  5.41  -5.01  0.90
H  3.19  -5.83  1.83
H  3.24  -2.19  -1.49

## Properties
* LUMO: -0.00529 Ha
* HOMO: -6.68 eV
* ΔE to the lowest compared entry with this formula, charge and spin: 0.0 kcal per mole
* DFT total energy: -3697.25540 a.u.

[3]
The following is a quantum chemistry calculation of a molecular structure, C6H7NO2S, from OMol25.

Geometry (Å):
C  -0.71  -0.15  -0.01
C  0.18  -1.18  -0.20
C  0.38  1.17  -1.60
C  2.74  0.73  0.91
C  -0.10  -2.46  0.63
C  -1.51  2.17  -0.61
N  -0.53  1.02  -0.69
O  1.73  1.24  1.12
O  3.73  0.22  0.65
S  1.25  -1.07  -1.53
H  -1.62  -0.23  0.58
H  -0.89  -3.17  0.28
H  0.89  -2.92  0.71
H  -0.56  -2.22  1.55
H  -1.72  2.21  0.48
H  -0.95  2.90  -1.16
H  -2.31  1.75  -1.11

## Properties
* LUMO: 0.00968 Ha
* HOMO: -8.17 eV
* ΔE to the lowest compared entry with this formula, charge and spin: 74.3 kcal per mole
* DFT total energy: -836.14561 a.u.

[4]
The following is a quantum chemistry calculation of a molecular structure, C3H4N2O2, from OMol25.

Geometry (Å):
C  -1.49  -0.29  -0.06
N  -0.13  -0.05  0.23
N  0.72  -1.22  0.28
C  1.67  -0.58  -0.26
O  1.83  0.76  0.08
C  0.54  1.11  0.44
O  0.14  2.18  0.81
H  -1.63  -0.86  -1.00
H  -1.89  -0.86  0.77
H  -1.96  0.68  -0.15
H  2.19  -0.88  -1.15

## Properties
* LUMO: 0.00473 Ha
* HOMO: -9.16 eV
* ΔE to the lowest compared entry with this formula, charge and spin: 90.2 kcal per mole
* DFT total energy: -376.62002 a.u.

[5]
The following is a quantum chemistry calculation of 2 unconnected molecules or ions with the total composition CH7N4O, from OMol25.

Geometry (Å):
C  -0.48  0.61  -0.50
N  -1.43  1.52  -0.55
N  -0.28  -0.55  -1.08
N  1.26  -1.67  1.00
N  0.52  0.84  0.42
O  1.63  0.11  0.35
H  -2.40  1.23  -0.80
H  -1.41  2.40  -0.14
H  -1.01  -1.19  -1.34
H  0.63  -0.94  -1.04
H  2.16  -2.12  0.86
H  1.53  -1.58  1.97
H  0.78  1.69  0.93

## Properties
* LUMO (alpha / beta): -0.19537 / -0.17851 Ha
* charge: +1
* HOMO (alpha / beta): -14.37 / -14.35 eV
* ΔE to the lowest compared entry with this formula, charge and spin: 58.6 kcal per mole
* DFT total energy: -336.16447 a.u.

[6]
The following is a quantum chemistry calculation of 2 unconnected molecules or ions with the total composition C4H9N2O, from OMol25.

Geometry (Å):
C  2.41  0.10  -0.40
C  0.93  -0.38  -0.17
C  -2.70  -1.01  -0.03
C  -1.80  0.16  -0.03
N  -1.29  1.20  -0.13
N  1.55  0.68  0.64
O  -0.51  2.11  -0.09
H  3.35  -0.40  -0.05
H  2.64  0.67  -1.33
H  0.74  -1.25  0.50
H  -3.06  -1.18  1.10
H  -2.06  -1.84  -0.33
H  -3.61  -1.04  -0.64
H  0.29  0.00  -0.98
H  1.85  0.61  1.66
H  1.29  1.56  0.28

## Properties
* LUMO: -0.12132 Ha
* charge: +1
* HOMO: -13.82 eV
* ΔE to the lowest compared entry with this formula, charge and spin: 135.6 kcal per mole
* DFT total energy: -342.14125 a.u.

[7]
The following is a quantum chemistry calculation of C4H9NO2 in the gas phase, from OMol25.

Geometry (Å):
C  -2.28  0.26  -0.26
C  -1.07  -0.65  -0.01
C  0.24  0.02  0.11
C  1.40  -0.90  0.41
O  2.40  -0.81  -0.61
N  0.28  1.31  0.03
O  1.65  1.69  0.03
H  -3.17  -0.31  -0.39
H  -2.42  0.92  0.59
H  -2.06  0.92  -1.12
H  -0.87  -1.31  -0.83
H  -1.18  -1.25  0.89
H  1.85  -0.74  1.44
H  1.00  -1.90  0.42
H  2.68  0.14  -0.71
H  1.54  2.62  -0.01

## Properties
* LUMO: 0.03117 Ha
* SMILES: CC/C(CO)=N/O
* HOMO: -9.78 eV
* ΔE to the lowest compared entry with this formula, charge and spin: 69.7 kcal per mole
* DFT total energy: -362.97439 a.u.

[8]
The following is a quantum chemistry calculation of C4H5NO in the gas phase, from OMol25.

Geometry (Å):
O  2.29  -0.21  -0.23
C  0.93  -0.09  -0.13
C  0.15  1.02  0.39
C  -1.16  0.67  0.20
N  -1.23  -0.58  -0.29
C  0.05  -1.06  -0.52
H  2.69  0.61  0.06
H  0.19  1.50  1.33
H  -1.99  1.26  0.53
H  -2.09  -1.09  -0.38
H  0.19  -2.04  -0.95

## Properties
* LUMO: 0.03850 Ha
* SMILES: Oc1cc[nH]c1
* HOMO: -8.06 eV
* ΔE to the lowest compared entry with this formula, charge and spin: 27.6 kcal per mole
* DFT total energy: -285.37063 a.u.

[9]
The following is a quantum chemistry calculation of C5H9NO in the gas phase, from OMol25.

Geometry (Å):
C  -1.01  -0.64  0.91
C  0.03  0.14  0.14
C  0.60  1.31  0.93
C  1.22  -0.63  -0.61
O  1.11  0.29  -1.72
C  -0.19  0.35  -1.33
N  -0.84  -0.60  -2.00
H  -1.26  -1.59  0.42
H  -0.63  -0.88  1.91
H  -1.93  -0.05  1.05
H  -0.20  1.98  1.26
H  1.12  0.94  1.83
H  1.31  1.88  0.33
H  2.21  -0.54  -0.15
H  0.03  -1.40  -1.53
H  -1.75  -0.79  -1.60

## Properties
* LUMO (alpha / beta): 0.00040 / 0.00042 Ha
* SMILES: CC1(C)[C@@H]2O[C@]21N
* HOMO (alpha / beta): -8.53 / -8.53 eV
* ΔE to the lowest compared entry with this formula, charge and spin: 133.2 kcal per mole
* DFT total energy: -325.72525 a.u.

[10]
The following is a quantum chemistry calculation of a molecular structure, C28H30Br4N5O2PtSb, from OMol25.

Geometry (Å):
Pt  -0.05  0.31  0.15
C  -1.53  1.36  2.99
N  -0.77  0.13  2.88
C  -1.46  -1.14  2.90
C  -1.83  -1.67  1.54
N  -1.60  -1.09  0.37
C  -2.08  -1.97  -0.61
C  -2.11  -1.84  -1.99
C  -2.68  -2.88  -2.71
C  -3.21  -4.01  -2.06
C  -3.20  -4.13  -0.69
C  -2.63  -3.08  0.02
N  -2.45  -2.85  1.38
C  -1.98  1.91  1.66
N  -1.44  1.69  0.47
C  -2.19  2.38  -0.48
C  -2.06  2.47  -1.86
C  -2.96  3.29  -2.52
C  -3.96  3.99  -1.83
C  -4.09  3.90  -0.46
C  -3.19  3.08  0.20
N  -3.02  2.76  1.54
H  -0.90  2.11  3.47
H  -2.43  1.24  3.61
H  0.01  0.12  3.51
H  -2.37  -1.10  3.51
H  -0.80  -1.87  3.36
H  -1.70  -0.96  -2.48
H  -2.72  -2.82  -3.79
H  -3.63  -4.80  -2.66
H  -3.62  -5.00  -0.20
H  -2.75  -3.46  2.13
H  -1.29  1.93  -2.39
H  -2.90  3.39  -3.59
H  -4.64  4.62  -2.38
H  -4.86  4.45  0.07
H  -3.59  3.07  2.31
Br  3.66  -5.99  0.22
C  3.39  -4.22  -0.22
C  4.41  -3.54  -1.08
Br  5.89  -4.51  -1.62
C  4.27  -2.25  -1.46
Br  5.46  -1.32  -2.54
C  3.11  -1.49  -1.01
O  2.91  -0.33  -1.27
C  2.05  -2.20  -0.13
O  1.03  -1.62  0.24
C  2.28  -3.58  0.23
Br  0.97  -4.38  1.31
C  1.48  5.41  -0.16
C  0.59  4.26  0.30
Sb  1.48  2.36  -0.11
C  1.83  2.57  -2.22
C  1.43  1.37  -3.08
C  3.44  2.55  0.72
C  3.79  1.54  1.82
H  0.95  6.36  -0.03
H  1.75  5.33  -1.21
H  2.39  5.47  0.43
H  -0.37  4.26  -0.23
H  0.38  4.32  1.37
H  2.89  2.78  -2.33
H  1.29  3.47  -2.51
H  2.27  0.68  -3.19
H  1.16  1.70  -4.08
H  0.60  0.80  -2.67
H  3.48  3.56  1.13
H  4.12  2.49  -0.12
H  3.06  1.53  2.62
H  4.75  1.80  2.27
H  3.88  0.53  1.43

## Properties
* LUMO: -0.27534 Ha
* charge: +2
* HOMO: -13.80 eV
* ΔE to the lowest compared entry with this formula, charge and spin: 15.7 kcal per mole
* DFT total energy: -12164.37145 a.u.

[11]
The following is a quantum chemistry calculation of a molecular structure, C15H30AlBrCaClCsF2N6O6P, from OMol25.

Geometry (Å):
N  -1.24  0.70  3.83
C  -2.65  0.24  3.56
C  -3.18  1.03  2.31
C  -3.32  0.19  1.00
C  -2.09  -0.75  0.70
N  -1.25  -0.36  -0.40
C  -1.03  -1.17  -1.46
N  -0.17  -0.58  -2.31
C  0.14  0.62  -1.71
N  0.99  1.54  -2.14
N  -0.55  0.73  -0.54
C  -0.47  1.88  0.37
C  -1.27  3.03  -0.32
F  -0.81  4.27  0.09
H  -0.62  0.39  3.06
H  -1.21  1.72  3.79
H  -3.21  0.42  4.53
H  -2.55  -0.86  3.35
H  -2.61  1.97  2.17
H  -4.21  1.37  2.57
H  -4.31  -0.40  0.97
H  -3.40  0.92  0.16
H  -1.42  -0.94  1.57
H  -2.52  -1.77  0.41
H  -1.48  -2.16  -1.57
H  0.76  2.52  -2.06
H  1.91  1.29  -2.50
H  0.60  2.18  0.45
H  -0.78  1.64  1.39
H  -2.40  2.95  -0.05
H  -1.17  2.96  -1.43
F  0.41  -0.27  1.44
Al  -4.06  -1.90  -0.23
Cl  -4.47  1.88  4.92
C  -0.31  -0.26  6.63
C  -1.07  -1.59  6.63
O  -2.15  -1.70  6.09
C  -0.42  -2.76  7.34
H  -0.90  0.49  6.08
H  -0.16  0.09  7.65
H  0.65  -0.38  6.13
H  -0.28  -2.53  8.41
H  0.54  -2.98  6.88
H  -1.07  -3.63  7.26
O  3.92  0.83  -2.96
P  4.71  1.14  -4.23
O  4.95  2.64  -4.36
O  3.92  0.66  -5.44
O  6.06  0.44  -4.17
O  1.58  -3.97  5.02
H  0.88  -3.55  4.50
H  1.74  -4.80  4.57
N  4.81  -0.36  -10.56
C  5.16  0.11  -9.32
C  4.04  0.16  -8.54
C  2.96  -0.32  -9.34
C  3.47  -0.63  -10.57
H  5.43  -0.49  -11.33
H  6.18  0.38  -9.10
H  3.99  0.49  -7.51
H  1.93  -0.42  -9.03
H  2.99  -1.02  -11.46
Cs  -4.55  -4.43  -1.45
Ca  -1.11  -0.49  8.66
Br  -3.99  3.90  0.51

## Properties
* LUMO: -0.25148 Ha
* charge: +1
* HOMO: -7.86 eV
* DFT total energy: -5884.08060 a.u.

[12]
The following is a quantum chemistry calculation of C9H17N3O5 in the gas phase, from OMol25.

Geometry (Å):
C  0.16  1.42  -3.91
C  0.02  1.13  -2.41
O  -0.19  2.30  -1.61
C  -1.14  0.07  -2.00
N  -2.42  0.81  -1.61
C  -0.83  -0.62  -0.62
O  -1.18  -1.75  -0.29
N  -0.35  0.21  0.34
C  -0.38  -0.10  1.69
C  0.94  -1.11  2.33
C  1.30  -2.37  1.35
C  1.61  -1.70  0.04
N  1.20  -2.50  -1.05
O  2.15  -0.56  -0.31
C  -0.22  1.06  2.71
O  0.20  0.80  3.86
O  -0.51  2.40  2.40
H  0.27  0.31  -4.21
H  1.19  1.78  -3.98
H  -0.62  1.83  -4.42
H  1.03  0.85  -2.05
H  -1.10  2.45  -1.91
H  -1.35  -0.71  -2.90
H  -2.71  0.33  -0.57
H  -3.29  0.80  -2.39
H  -0.10  1.19  0.26
H  -1.24  -0.64  2.14
H  0.31  -1.37  3.35
H  1.81  -0.44  2.48
H  0.33  -2.95  0.94
H  2.13  -2.89  1.72
H  0.58  -3.49  -0.71
H  1.12  -2.03  -2.10
H  0.01  3.23  3.08

## Properties
* LUMO: 0.01076 Ha
* SMILES: C[C@@H](O)[C@H](N)C(=O)N[C@@H](CCC(N)=O)C(=O)O
* HOMO: -9.00 eV
* ΔE to the lowest compared entry with this formula, charge and spin: 176.8 kcal per mole
* DFT total energy: -893.40370 a.u.

| no. | maximum force (eV/Å) |
| --- | --- |
| 1 | 4.77 |
| 2 | 4.31 |
| 3 | 3.50 |
| 4 | 3.33 |
| 5 | 4.25 |
| 6 | 2.94 |
| 7 | 2.14 |
| 8 | 1.93 |
| 9 | 0.41 |
| 10 | 1.12 |
| 11 | 9.15 |
| 12 | 6.36 |